(1)
{
  "formula": "C20H26N3PdS4",
  "method": "wB97M-V/def2-TZVPD",
  "homo_energy_ev": [-10.2, -10.0],
  "charge": 1,
  "e_above_lowest_kj_mol": 81.2,
  "lumo_energy_ev": [-4.1, -3.7],
  "energy_ha": -2662.38003,
  "elements": ["Pd", "C", "C", "S", "C", "C", "S", "C", "C", "S", "H", "H", "H", "H", "H", "H", "H", "H", "H", "H", "H", "H", "C", "C", "C", "C", "C", "C", "C", "C", "N", "H", "H", "H", "H", "H", "H", "C", "C", "C", "C", "N", "C", "S", "N", "C", "H", "H", "H", "H", "H", "H", "H", "H"],
  "positions_angstrom": [[0.02, 0.66, -0.13], [-0.02, 2.58, 2.47], [0.61, 3.58, 1.52], [0.39, 3.18, -0.27], [2.09, 3.43, -0.89], [3.15, 2.51, -0.32], [2.68, 0.74, -0.46], [2.97, 0.13, 1.24], [2.24, 0.80, 2.39], [0.40, 0.81, 2.28], [-1.10, 2.59, 2.36], [0.24, 2.86, 3.50], [1.68, 3.68, 1.69], [0.14, 4.55, 1.68], [2.35, 4.48, -0.72], [1.99, 3.27, -1.97], [3.36, 2.72, 0.73], [4.07, 2.64, -0.88], [4.04, 0.19, 1.41], [2.67, -0.92, 1.16], [2.56, 1.83, 2.53], [2.47, 0.24, 3.30], [-2.17, 0.46, -0.55], [-2.53, 1.81, -0.83], [-2.43, 2.35, -2.14], [-2.76, 3.66, -2.39], [-3.18, 4.50, -1.35], [-3.31, 3.98, -0.05], [-3.01, 2.66, 0.20], [-3.50, 5.85, -1.61], [-3.74, 6.95, -1.81], [-2.06, -0.22, -1.41], [-2.56, 0.01, 0.36], [-2.10, 1.71, -2.94], [-2.71, 4.06, -3.39], [-3.66, 4.63, 0.74], [-3.15, 2.25, 1.19], [-0.05, -6.28, 1.97], [0.08, -5.54, 0.68], [0.21, -6.16, -0.54], [0.34, -5.35, -1.69], [0.39, -4.04, -1.60], [0.32, -3.44, -0.43], [0.62, -1.79, -0.37], [0.12, -4.18, 0.72], [0.45, -5.93, -3.05], [-0.04, -7.35, 1.79], [-0.98, -6.02, 2.47], [0.77, -6.03, 2.63], [0.20, -7.23, -0.61], [0.03, -3.70, 1.61], [0.44, -7.01, -3.04], [1.37, -5.57, -3.51], [-0.37, -5.56, -3.67]]
}



(2)
{
  "formula": "C4H14NO3",
  "method": "wB97M-V/def2-TZVPD",
  "homo_energy_ev": -3.8,
  "charge": -1,
  "e_above_lowest_kj_mol": 205.3,
  "lumo_energy_ev": 3.8,
  "energy_ha": -441.24059,
  "elements": ["C", "C", "C", "N", "C", "O", "H", "H", "H", "H", "H", "H", "H", "H", "H", "H", "H", "H", "O", "H", "H", "O"],
  "positions_angstrom": [[-2.24, -0.11, -0.61], [-1.25, 0.14, 0.64], [-1.16, -1.24, 1.37], [0.01, 0.50, 0.02], [0.68, -0.39, -0.95], [1.34, -1.32, -0.41], [-2.03, -1.07, -1.04], [-3.35, -0.13, -0.23], [-2.10, 0.66, -1.36], [-1.67, 0.89, 1.26], [-0.57, -1.86, 0.75], [-0.70, -1.15, 2.28], [-2.23, -1.47, 1.38], [0.69, 0.67, 0.66], [-0.17, -0.83, -1.72], [1.39, 0.53, -1.35], [1.49, 3.62, 0.17], [0.56, 2.67, -0.71], [0.97, 3.55, -0.59], [4.02, -1.29, -0.30], [2.65, -1.12, 0.18], [3.67, -1.22, 0.55]]
}



(3)
{
  "formula": "C33H42N5O6OsPS",
  "method": "wB97M-V/def2-TZVPD",
  "homo_energy_ev": -13.0,
  "charge": 2,
  "e_above_lowest_kj_mol": 0.0,
  "lumo_energy_ev": -7.7,
  "energy_ha": -2837.70109,
  "elements": ["Os", "C", "O", "C", "C", "C", "C", "C", "C", "N", "C", "N", "C", "C", "C", "C", "C", "C", "O", "C", "N", "C", "C", "C", "C", "C", "C", "O", "C", "H", "H", "H", "H", "H", "H", "H", "H", "H", "H", "H", "H", "H", "H", "H", "H", "H", "H", "H", "H", "H", "H", "C", "C", "C", "C", "N", "C", "S", "N", "H", "H", "H", "H", "H", "C", "C", "O", "P", "O", "C", "C", "O", "C", "C", "H", "H", "H", "H", "H", "H", "H", "H", "H", "H", "H", "H", "H", "H", "H"],
  "positions_angstrom": [[-0.33, -0.70, -0.16], [1.84, 5.92, 2.44], [1.49, 5.03, 1.38], [2.14, 5.17, 0.21], [3.16, 6.08, -0.05], [3.74, 6.13, -1.31], [3.32, 5.29, -2.33], [2.30, 4.39, -2.08], [1.73, 4.31, -0.82], [0.67, 3.40, -0.52], [0.81, 2.06, -0.49], [1.96, 1.53, -0.88], [2.48, 0.26, -0.57], [1.72, -0.81, -0.12], [2.46, -1.94, 0.30], [3.84, -2.00, 0.20], [4.57, -0.93, -0.32], [3.89, 0.20, -0.70], [4.46, 1.34, -1.18], [5.88, 1.37, -1.31], [-0.23, 1.29, -0.08], [-1.40, 1.94, 0.44], [-2.26, 2.60, -0.45], [-3.42, 3.20, -0.02], [-3.75, 3.13, 1.34], [-2.94, 2.46, 2.22], [-1.75, 1.86, 1.78], [-1.07, 1.19, 2.75], [0.14, 0.54, 2.50], [1.19, 5.66, 3.27], [1.66, 6.96, 2.15], [2.88, 5.79, 2.73], [3.50, 6.76, 0.72], [4.53, 6.85, -1.49], [3.76, 5.35, -3.31], [1.92, 3.75, -2.87], [-0.14, 3.78, -0.06], [2.67, 2.20, -1.16], [1.95, -2.79, 0.73], [4.36, -2.88, 0.54], [5.64, -1.00, -0.40], [6.12, 2.35, -1.70], [6.22, 0.60, -2.01], [6.36, 1.23, -0.34], [-1.98, 2.63, -1.50], [-4.06, 3.71, -0.72], [-4.66, 3.60, 1.70], [-3.18, 2.38, 3.27], [0.40, -0.01, 3.40], [0.95, 1.20, 2.20], [-0.02, -0.28, 1.74], [-5.73, -1.17, -3.37], [-4.63, -0.94, -2.39], [-4.85, -0.41, -1.12], [-3.78, -0.24, -0.27], [-2.55, -0.59, -0.66], [-2.44, -1.07, -1.90], [-0.70, -1.46, -2.14], [-3.38, -1.27, -2.78], [-6.11, -2.19, -3.24], [-5.35, -1.09, -4.39], [-6.55, -0.48, -3.22], [-5.85, -0.14, -0.80], [-3.89, 0.17, 0.73], [0.06, -5.07, -2.18], [0.80, -4.35, -1.08], [-0.09, -4.15, 0.06], [-0.65, -2.87, 0.78], [-2.18, -3.21, 0.97], [-3.03, -3.93, 0.03], [-3.59, -5.15, 0.71], [-0.10, -2.87, 2.25], [-0.18, -4.04, 3.13], [1.16, -4.71, 3.21], [0.76, -5.29, -2.99], [-0.75, -4.46, -2.59], [-0.35, -6.01, -1.82], [1.19, -3.39, -1.39], [1.63, -4.94, -0.69], [-2.44, -4.20, -0.85], [-3.81, -3.23, -0.27], [-2.79, -5.85, 0.96], [-4.28, -5.65, 0.04], [-4.12, -4.88, 1.62], [-0.96, -4.71, 2.76], [-0.50, -3.64, 4.09], [1.44, -5.14, 2.25], [1.13, -5.51, 3.94], [1.93, -4.00, 3.52]]
}